DFT (wB97M-V/def2-TZVPD) results for a cluster of 3 separate species, C44H61BBr2ClF5NO12Si in total at a distorted geometry.

Summary:
**Strongest force on any atom**: 3.6 eV/A
**Orbital gap**: 6.03 eV

ORCA input file:
```
! RIJCOSX wB97M-V def2-TZVPD def2/J DEFGRID3
* xyz 1 1
C 3.674 -0.060 3.311
B 2.480 0.576 2.451
O 1.707 1.669 2.916
C 2.124 -0.001 0.968
C 1.323 -1.215 0.703
C 0.706 -2.022 1.870
F 1.805 -2.433 2.680
F 0.069 -3.206 1.532
C -0.256 -1.233 2.833
C -1.138 -0.105 2.182
Si -2.953 -0.607 1.789
C -3.127 -1.952 0.464
C -3.706 -1.197 3.449
C -3.825 1.036 1.298
C -3.073 2.324 1.271
C -3.756 3.569 0.878
C -5.198 3.538 0.540
C -5.959 2.293 0.580
C -5.253 1.071 0.965
C 1.162 -1.558 -0.736
C 0.374 -2.809 -1.221
O -0.808 -2.900 -1.307
O 1.149 -3.907 -1.643
C 1.807 -4.540 -0.523
C 3.155 -5.256 -0.973
C 3.748 -6.185 0.141
F 3.088 -7.424 0.137
Br 3.690 -5.407 1.951
C 5.295 -6.459 -0.182
F 5.458 -7.008 -1.431
F 5.974 -5.243 -0.075
Br 6.101 -7.609 1.221
C 1.746 -0.737 -1.829
C 1.613 -1.098 -3.336
C 0.887 0.027 -4.187
O 1.188 0.076 -5.339
O -0.012 0.936 -3.607
C -1.340 0.762 -4.068
C -2.470 1.451 -3.206
O -1.662 0.178 -5.057
C 2.494 0.432 -1.409
Cl 3.256 1.480 -2.633
N 2.645 0.758 -0.075
C 3.401 1.994 0.236
C 4.858 1.945 0.332
C 5.557 3.198 0.595
C 4.764 4.435 0.735
C 3.293 4.463 0.656
C 2.593 3.203 0.394
H 3.273 -0.655 4.174
H 4.224 -0.779 2.634
H 4.345 0.785 3.619
H 1.179 1.415 3.695
H 0.378 -0.874 3.698
H -0.952 -1.997 3.293
H -1.229 0.726 2.947
H -0.724 0.378 1.258
H -3.139 -1.541 -0.586
H -4.066 -2.552 0.659
H -2.280 -2.683 0.616
H -3.270 -0.613 4.305
H -4.817 -1.042 3.456
H -3.510 -2.297 3.606
H -1.986 2.343 1.548
H -3.248 4.559 0.832
H -5.716 4.487 0.248
H -7.041 2.196 0.325
H -5.805 0.093 1.016
H 1.131 -5.380 -0.184
H 2.071 -3.839 0.307
H 2.916 -5.892 -1.870
H 3.927 -4.474 -1.195
H 1.182 -2.116 -3.527
H 2.664 -1.132 -3.750
H -3.190 1.874 -3.962
H -2.031 2.296 -2.616
H -3.028 0.705 -2.587
H 5.346 0.952 0.174
H 6.665 3.195 0.677
H 5.268 5.418 0.923
H 2.769 5.440 0.797
H 1.482 3.237 0.302
C 0.804 10.947 -1.383
O 1.944 10.462 -2.066
C 2.969 9.982 -1.208
C 3.475 8.610 -1.639
O 2.543 7.536 -1.531
C 1.417 7.546 -2.408
C 1.726 7.403 -3.893
O 2.359 8.566 -4.407
C 3.485 8.294 -5.221
H 0.955 11.989 -1.086
H -0.046 10.895 -2.065
H 0.562 10.339 -0.504
H 2.630 9.936 -0.167
H 3.798 10.693 -1.266
H 4.298 8.346 -0.967
H 3.912 8.642 -2.635
H 0.787 8.412 -2.212
H 0.822 6.674 -2.116
H 0.780 7.290 -4.436
H 2.329 6.506 -4.060
H 4.072 7.451 -4.842
H 4.125 9.178 -5.211
H 3.168 8.101 -6.249
C -6.172 -9.169 2.034
O -5.405 -8.258 1.271
C -5.972 -6.958 1.188
C -4.950 -5.871 1.499
O -4.460 -5.838 2.837
C -3.638 -6.919 3.274
C -2.293 -7.059 2.572
O -2.449 -7.490 1.225
C -1.674 -6.756 0.300
H -6.954 -9.619 1.414
H -5.505 -9.957 2.389
H -6.620 -8.694 2.914
H -6.832 -6.852 1.856
H -6.320 -6.823 0.159
H -5.450 -4.909 1.352
H -4.126 -5.883 0.787
H -4.195 -7.855 3.262
H -3.431 -6.710 4.328
H -1.709 -7.830 3.087
H -1.746 -6.113 2.633
H -1.631 -5.691 0.555
H -2.148 -6.846 -0.679
H -0.664 -7.173 0.244
*
```

---

DFT (wB97M-V/def2-TZVPD) results for a structure of composition C44H61N2O4P2S6SbSi3TeTi at a distorted geometry.

Summary:
**Strongest force on any atom**: 1.6 eV/A
**Orbital gap (spin up / spin down)**: 6.45 / 6.44 eV

ORCA input file:
```
! RIJCOSX wB97M-V def2-TZVPD def2/J DEFGRID3
* xyz -1 2
Ti 0.003 -1.305 -0.039
N 1.763 2.208 0.271
P 0.788 2.319 -1.162
C 2.031 2.322 -2.518
C 1.532 2.060 -3.792
C 2.347 2.188 -4.908
C 3.670 2.577 -4.763
C 4.186 2.802 -3.494
C 3.373 2.660 -2.380
C 0.555 4.157 -1.128
C -0.750 4.637 -1.100
C -1.014 6.001 -1.104
C 0.032 6.908 -1.115
C 1.343 6.446 -1.130
C 1.599 5.084 -1.150
C 2.165 1.152 1.060
C 3.266 1.401 1.910
C 3.752 0.414 2.728
C 3.143 -0.839 2.697
C 2.066 -0.999 1.863
N 1.549 -0.034 1.065
H 2.301 3.037 0.477
H 0.501 1.740 -3.905
H 1.946 1.973 -5.891
H 4.305 2.684 -5.634
H 5.229 3.073 -3.372
H 3.801 2.799 -1.393
H -1.568 3.928 -1.057
H -2.039 6.351 -1.092
H -0.169 7.972 -1.114
H 2.167 7.148 -1.142
H 2.627 4.751 -1.199
H 3.726 2.381 1.892
H 4.601 0.609 3.372
H 3.493 -1.671 3.291
H 1.577 -1.964 1.822
S -2.195 -1.626 -4.117
C -1.441 -1.454 -2.648
S -0.042 -0.476 -2.402
S -1.987 -2.244 -1.188
C -0.923 -5.936 0.090
C -0.480 -5.478 1.462
O -0.278 -4.052 1.474
P -1.374 -3.099 2.171
O -0.876 -1.699 1.776
Te -3.552 -3.914 1.927
O -1.065 -3.281 3.750
C 0.215 -2.961 4.302
C 0.281 -1.523 4.771
H -1.106 -7.014 0.107
H -0.174 -5.716 -0.672
H -1.845 -5.429 -0.190
H 0.476 -5.916 1.754
H -1.223 -5.748 2.215
H 1.001 -3.185 3.574
H 0.346 -3.642 5.144
H 0.234 -0.838 3.927
H 1.213 -1.347 5.313
H -0.557 -1.308 5.437
C -4.298 3.433 -1.300
Si -3.348 1.861 -1.738
C -2.206 2.265 -3.176
C -4.598 0.621 -2.369
Sb -2.056 0.883 0.306
Si -4.224 0.226 1.651
C -5.268 -0.915 0.585
C -3.892 -0.530 3.348
C -5.396 1.652 2.067
Si -1.593 2.882 1.984
C -2.956 4.195 2.008
C -1.565 1.946 3.622
C -0.037 3.945 2.173
H -4.686 3.863 -2.229
H -3.687 4.190 -0.805
H -5.150 3.218 -0.652
H -2.770 2.126 -4.102
H -1.360 1.577 -3.205
H -1.831 3.290 -3.156
H -4.894 0.947 -3.371
H -5.489 0.568 -1.747
H -4.172 -0.380 -2.463
H -4.693 -1.488 -0.141
H -6.026 -0.329 0.062
H -5.773 -1.627 1.241
H -2.900 -0.959 3.467
H -4.613 -1.332 3.515
H -4.036 0.225 4.123
H -5.664 2.277 1.215
H -5.019 2.293 2.863
H -6.313 1.173 2.427
H -3.896 3.865 1.576
H -2.623 5.079 1.457
H -3.143 4.502 3.042
H -2.559 1.645 3.940
H -1.127 2.565 4.410
H -0.970 1.035 3.530
H 0.144 4.663 1.370
H 0.868 3.356 2.334
H -0.236 4.508 3.091
O 1.316 -2.461 -0.577
C 2.446 -3.070 -1.125
C 3.319 -2.068 -1.859
C 4.036 -1.040 -1.315
C 4.836 -0.361 -2.264
C 4.683 -0.862 -3.521
S 3.584 -2.163 -3.549
C 1.978 -4.169 -2.077
C 0.716 -4.357 -2.540
C 0.605 -5.477 -3.412
C 1.788 -6.124 -3.582
S 3.047 -5.385 -2.684
C 3.263 -3.738 -0.006
C 2.866 -4.845 0.683
C 3.784 -5.255 1.682
C 4.889 -4.459 1.720
S 4.812 -3.222 0.546
H 4.009 -0.783 -0.267
H 5.492 0.459 -2.021
H 5.144 -0.521 -4.433
H -0.114 -3.728 -2.257
H -0.321 -5.770 -3.886
H 1.995 -6.992 -4.187
H 1.950 -5.362 0.447
H 3.634 -6.109 2.329
H 5.751 -4.545 2.363
*
```

---

DFT (wB97M-V/def2-TZVPD) results for a structure of composition C44H62GeMoN5O4PSSe at a distorted geometry.

Summary:
**Strongest force on any atom**: 3.9 eV/A
**Orbital gap (spin up / spin down)**: 6.18 / 6.18 eV

ORCA input file:
```
! RIJCOSX wB97M-V def2-TZVPD def2/J DEFGRID3
* xyz 0 1
Mo -0.404 0.692 0.296
O -2.707 6.002 4.148
C -2.988 5.884 2.962
O -3.650 6.540 2.166
C -2.378 4.576 2.313
C -2.139 3.441 3.108
C -1.610 2.315 2.537
N -1.266 2.238 1.226
C -1.569 3.331 0.440
C -2.142 4.485 0.955
C -1.364 3.069 -0.991
O -1.667 3.809 -1.911
O -0.869 1.852 -1.168
H -2.355 3.473 4.165
H -1.423 1.416 3.116
H -2.388 5.301 0.292
C 4.018 0.235 4.252
C 2.783 0.000 3.389
C 1.517 0.244 4.212
C 2.735 -1.466 2.959
P 2.645 1.028 1.766
N 1.217 0.771 1.170
C 3.920 0.421 0.459
C 4.083 1.501 -0.607
C 3.278 -0.775 -0.244
C 5.300 0.057 0.998
C 2.842 2.902 2.128
C 1.917 3.235 3.298
C 2.351 3.701 0.919
C 4.272 3.304 2.463
H 4.029 -0.517 5.042
H 4.000 1.208 4.736
H 4.942 0.139 3.691
H 1.354 -0.598 4.883
H 0.658 0.330 3.546
H 1.573 1.135 4.825
H 2.643 -2.098 3.841
H 3.636 -1.766 2.436
H 1.864 -1.633 2.323
H 3.114 1.901 -0.892
H 4.520 1.054 -1.499
H 4.739 2.306 -0.292
H 2.268 -0.500 -0.584
H 3.191 -1.646 0.397
H 3.872 -1.053 -1.116
H 5.738 0.866 1.579
H 5.957 -0.138 0.150
H 5.280 -0.842 1.606
H 0.924 2.817 3.132
H 1.810 4.314 3.391
H 2.314 2.872 4.240
H 1.472 3.231 0.466
H 3.120 3.812 0.161
H 2.062 4.701 1.240
H 4.663 2.758 3.317
H 4.285 4.366 2.707
H 4.939 3.148 1.620
N -1.297 -0.588 1.186
C -2.327 -1.239 1.598
C -2.353 -2.029 2.821
C -1.200 -2.152 3.610
C -1.251 -2.790 4.832
C -2.441 -3.341 5.290
C -3.581 -3.258 4.505
C -3.542 -2.602 3.292
C -3.596 -1.001 0.860
C -4.048 0.313 0.740
C -5.217 0.600 0.060
C -5.946 -0.424 -0.526
C -5.500 -1.734 -0.423
C -4.334 -2.023 0.266
H -0.275 -1.727 3.247
H -0.366 -2.849 5.451
H -2.489 -3.811 6.260
H -4.509 -3.690 4.855
H -4.445 -2.524 2.707
H -3.510 1.110 1.240
H -5.559 1.623 -0.014
H -6.864 -0.207 -1.054
H -6.065 -2.536 -0.877
H -3.995 -3.046 0.361
C -3.015 -1.241 -5.469
Ge -2.547 -2.824 -4.366
C -1.184 -3.881 -5.363
C -4.170 -3.935 -4.091
C -1.866 -2.363 -2.521
Se -1.235 -0.525 -2.217
C -2.978 0.310 -2.447
H -2.935 -1.489 -6.524
H -2.353 -0.406 -5.263
H -4.036 -0.928 -5.274
H -1.672 -4.362 -6.206
H -0.749 -4.659 -4.743
H -0.381 -3.263 -5.754
H -4.566 -4.265 -5.048
H -4.943 -3.364 -3.583
H -3.944 -4.816 -3.497
H -1.027 -3.015 -2.276
H -2.655 -2.541 -1.790
H -3.746 -0.423 -2.210
H -3.068 0.643 -3.480
H -3.047 1.175 -1.790
N -0.294 1.410 -4.658
C 0.807 0.819 -4.131
S 1.641 1.525 -2.899
N 1.117 -0.406 -4.641
C 2.186 -1.200 -4.189
C 1.939 -2.507 -3.786
C 2.982 -3.320 -3.386
C 4.279 -2.835 -3.378
C 4.523 -1.529 -3.769
C 3.486 -0.710 -4.180
H -0.515 2.331 -4.310
H -0.596 1.188 -5.593
H 0.346 -0.920 -5.055
H 0.917 -2.861 -3.768
H 2.780 -4.334 -3.075
H 5.097 -3.468 -3.069
H 5.531 -1.148 -3.763
H 3.676 0.307 -4.483
*
```

---

ΔE to the lowest compared entry with this formula, charge and spin, respectively: 117.8 19.0 10.8 kcal per mole.